1.
C42H38CoGeN4O5 | the ωB97M-V functional and the def2-TZVPD basis

Results
Frontier orbital gap (spin up / spin down): 4.527 / 7.433 eV
Expectation value of S²: 6.027
DFT total energy: -5678.2864 Ha

ORCA input file:
```
! wB97M-V def2-TZVPD RIJCOSX def2/J DEFGRID3
* xyz -1 5
Co 0.711 -0.667 -0.272
C -2.360 4.927 3.137
O -3.160 4.557 2.029
C -2.579 3.779 1.077
C -3.392 3.419 0.000
C -2.860 2.648 -1.006
C -1.537 2.184 -0.973
C -1.013 1.340 -2.069
C -1.743 1.304 -3.390
O -0.017 0.652 -1.934
C -0.729 2.562 0.114
O 0.578 2.256 0.174
C -1.261 3.364 1.127
H -2.997 5.523 3.784
H -1.497 5.521 2.825
H -2.009 4.046 3.682
H -4.417 3.764 -0.025
H -3.494 2.384 -1.841
H -1.820 2.304 -3.820
H -2.753 0.916 -3.256
H -1.203 0.642 -4.060
H -0.589 3.672 1.912
N 0.953 -2.216 1.358
C 1.671 -3.284 0.652
C 2.680 -2.708 -0.350
O 3.627 -3.397 -0.696
O 2.433 -1.507 -0.754
H 1.567 -1.783 2.039
H 0.150 -2.582 1.853
H 0.946 -3.855 0.068
H 2.201 -3.969 1.316
N -5.257 -3.944 -2.500
C -6.090 -4.501 -3.445
C -7.398 -4.947 -3.396
C -7.943 -5.458 -4.572
C -7.190 -5.513 -5.745
C -5.876 -5.064 -5.786
C -5.309 -4.550 -4.621
N -4.052 -4.051 -4.395
C -4.029 -3.693 -3.111
C -2.940 -3.122 -2.415
C -3.010 -2.693 -1.053
C -1.926 -2.119 -0.457
N -0.730 -1.912 -1.068
C -0.650 -2.332 -2.369
C -1.674 -2.917 -3.046
H -5.459 -3.820 -1.527
H -7.982 -4.901 -2.485
H -8.965 -5.818 -4.574
H -7.641 -5.916 -6.644
H -5.293 -5.110 -6.697
H -3.915 -2.785 -0.464
H -1.994 -1.773 0.571
H 0.308 -2.163 -2.849
H -1.536 -3.226 -4.073
C 0.890 1.003 0.971
Ge 2.701 1.376 1.591
C 2.754 2.738 3.024
C 3.974 3.232 3.490
C 4.035 4.150 4.528
C 2.867 4.590 5.136
C 1.645 4.097 4.705
C 1.597 3.179 3.661
C 3.496 -0.188 2.469
C 4.285 -1.125 1.806
C 4.750 -2.259 2.461
C 4.442 -2.469 3.797
C 3.669 -1.538 4.481
C 3.205 -0.409 3.819
C 3.793 2.006 0.105
C 4.034 1.167 -0.986
C 4.765 1.619 -2.076
C 5.262 2.915 -2.098
C 5.022 3.760 -1.025
C 4.291 3.307 0.065
H 0.238 1.056 1.856
H 4.899 2.890 3.035
H 4.995 4.520 4.869
H 2.910 5.306 5.948
H 0.729 4.421 5.186
H 0.636 2.783 3.353
H 4.509 -1.001 0.754
H 5.326 -2.992 1.912
H 4.797 -3.358 4.303
H 3.426 -1.693 5.525
H 2.608 0.313 4.368
H 3.645 0.153 -0.996
H 4.941 0.955 -2.914
H 5.830 3.265 -2.952
H 5.399 4.776 -1.038
H 4.101 3.985 0.889
*
```

2.
C42H38F5IN3O2P | the ωB97M-V functional and the def2-TZVPD basis

Results
Frontier orbital gap: 7.695 eV
DFT total energy: -3076.3204 Ha
SMILES: CP(O)c1c(C[C@@H]2CO2)c(I)c(N)c2nccnc12.Fc1ccccc1.Fc1ccccc1.Fc1ccccc1.Fc1ccccc1.Fc1ccccc1

ORCA input file:
```
! wB97M-V def2-TZVPD RIJCOSX def2/J DEFGRID3
* xyz 0 1
C -0.341 2.748 -0.970
P -0.262 2.212 0.773
O 1.160 2.840 1.364
C 0.036 0.401 0.467
C 1.195 -0.187 0.015
C 2.416 0.648 -0.278
C 2.918 0.573 -1.734
C 3.125 1.840 -2.456
O 2.014 0.884 -2.746
C 1.221 -1.606 -0.127
I 2.996 -2.607 -0.649
C 0.142 -2.407 0.108
N 0.137 -3.814 -0.043
C -1.064 -1.800 0.549
N -2.144 -2.590 0.799
C -3.211 -1.976 1.216
C -3.272 -0.571 1.379
N -2.256 0.201 1.140
C -1.104 -0.405 0.731
H -1.222 2.233 -1.359
H -0.501 3.817 -1.056
H 0.502 2.389 -1.561
H 1.632 3.392 0.732
H 3.250 0.368 0.368
H 2.189 1.695 -0.162
H 3.640 -0.204 -1.978
H 3.873 1.848 -3.238
H 2.549 2.732 -2.251
H 1.011 -4.223 0.253
H -0.067 -4.081 -0.997
H -4.087 -2.574 1.442
H -4.190 -0.106 1.722
F 5.992 -3.712 1.351
C 6.195 -2.681 2.202
C 7.243 -2.755 3.097
C 7.450 -1.691 3.963
C 6.612 -0.585 3.928
C 5.563 -0.540 3.019
C 5.348 -1.594 2.142
H 7.879 -3.626 3.113
H 8.270 -1.730 4.667
H 6.775 0.240 4.608
H 4.905 0.319 2.994
H 4.541 -1.582 1.418
F -2.613 4.838 -0.915
C -3.515 4.602 0.067
C -4.017 3.327 0.211
C -4.930 3.087 1.225
C -5.340 4.118 2.057
C -4.826 5.395 1.886
C -3.892 5.644 0.890
H -3.690 2.540 -0.453
H -5.327 2.090 1.358
H -6.067 3.926 2.835
H -5.152 6.202 2.527
H -3.469 6.628 0.743
F 9.950 -4.397 3.309
C 10.218 -5.224 2.272
C 10.790 -4.695 1.134
C 11.063 -5.547 0.074
C 10.757 -6.898 0.164
C 10.178 -7.402 1.321
C 9.906 -6.562 2.391
H 11.013 -3.637 1.085
H 11.516 -5.153 -0.825
H 10.969 -7.557 -0.666
H 9.935 -8.453 1.392
H 9.461 -6.932 3.304
F -8.282 5.027 0.756
C -8.381 4.531 -0.494
C -8.046 3.209 -0.709
C -8.141 2.701 -1.996
C -8.560 3.513 -3.041
C -8.888 4.840 -2.797
C -8.802 5.360 -1.513
H -7.711 2.598 0.118
H -7.884 1.666 -2.181
H -8.630 3.113 -4.043
H -9.210 5.477 -3.610
H -9.055 6.390 -1.300
F -5.463 0.903 -0.880
C -5.249 0.025 -1.884
C -4.869 0.511 -3.118
C -4.643 -0.394 -4.144
C -4.805 -1.756 -3.926
C -5.191 -2.217 -2.675
C -5.414 -1.323 -1.638
H -4.756 1.578 -3.264
H -4.339 -0.033 -5.117
H -4.629 -2.457 -4.730
H -5.320 -3.277 -2.503
H -5.709 -1.659 -0.652
*
```

3.
C42H38N2OP2S5SbTl | the ωB97M-V functional and the def2-TZVPD basis

Results
Frontier orbital gap: 4.368 eV
DFT total energy: -4894.5803 Ha

ORCA input file:
```
! wB97M-V def2-TZVPD RIJCOSX def2/J DEFGRID3
* xyz -2 1
Tl -1.342 2.952 0.604
C 1.470 -5.239 1.917
C 1.312 -4.406 0.634
C 1.742 -5.249 -0.580
C 2.197 -3.171 0.719
C 3.581 -3.291 0.827
C 4.398 -2.178 0.887
C 3.837 -0.907 0.835
C 2.466 -0.732 0.743
P 1.629 0.929 0.578
C 3.010 1.818 -0.271
C 4.024 2.523 0.371
C 5.035 3.133 -0.361
C 5.046 3.046 -1.746
C 4.037 2.348 -2.397
C 3.027 1.742 -1.664
C 1.800 1.551 2.294
C 2.062 0.723 3.385
C 2.075 1.247 4.671
C 1.821 2.596 4.879
C 1.551 3.430 3.803
C 1.544 2.905 2.519
C 1.674 -1.884 0.688
O 0.333 -1.657 0.619
C -0.547 -2.679 0.415
C -1.868 -2.280 0.173
C -2.823 -3.276 0.057
C -2.471 -4.618 0.143
C -1.146 -4.972 0.327
C -0.148 -4.008 0.462
P -2.138 -0.440 0.031
C -3.089 -0.250 1.592
C -2.367 0.191 2.697
C -2.984 0.350 3.930
C -4.334 0.075 4.065
C -5.066 -0.368 2.968
C -4.446 -0.536 1.740
C -3.460 -0.354 -1.237
C -4.281 0.776 -1.252
C -5.166 0.998 -2.297
C -5.243 0.100 -3.352
C -4.418 -1.017 -3.359
C -3.531 -1.237 -2.315
H 2.508 -5.551 2.050
H 0.847 -6.134 1.878
H 1.174 -4.653 2.788
H 2.775 -5.584 -0.475
H 1.662 -4.661 -1.495
H 1.106 -6.131 -0.683
H 4.026 -4.279 0.868
H 5.471 -2.295 0.971
H 4.479 -0.035 0.872
H 4.017 2.610 1.451
H 5.812 3.683 0.155
H 5.831 3.530 -2.316
H 4.033 2.283 -3.479
H 2.229 1.206 -2.168
H 2.251 -0.334 3.235
H 2.271 0.592 5.513
H 1.815 3.004 5.883
H 1.298 4.476 3.954
H 1.336 3.582 1.693
H -3.858 -2.999 -0.105
H -3.229 -5.387 0.058
H -0.881 -6.022 0.378
H -1.317 0.445 2.590
H -2.413 0.735 4.765
H -4.826 0.231 5.017
H -6.127 -0.563 3.066
H -5.024 -0.878 0.889
H -4.220 1.495 -0.443
H -5.789 1.883 -2.286
H -5.937 0.272 -4.166
H -4.458 -1.718 -4.186
H -2.873 -2.097 -2.347
S -3.613 7.038 2.424
Sb -1.670 5.848 2.640
S -2.138 3.561 3.139
S -0.603 5.566 0.520
S -0.156 6.687 4.162
S -0.572 1.219 -2.735
C 0.002 1.533 -4.243
N 0.650 2.664 -4.628
C 1.188 2.566 -5.970
C 0.323 1.440 -6.553
N -0.062 0.718 -5.348
H 1.008 3.285 -3.921
H 2.248 2.290 -5.968
H 1.072 3.502 -6.517
H 0.884 0.802 -7.235
H -0.546 1.846 -7.082
H -0.804 0.039 -5.356
*
```